Entry 1:
C25H33O2SeTl as an isolated structure at a distorted geometry. Source: the Open Molecules 2025 dataset; level of theory: wB97M-V/def2-TZVPD.

Properties
E = -3696.458117 hartree
LUMO (alpha / beta) = -1.592 / -1.600 eV
Total charge = 0
Energy above the lowest of the compared OMol25 structures with the same formula, charge and spin = 223.6 kJ/mol
HOMO (alpha / beta) = -5.340 / -5.492 eV
F_max = 0.0591 Eh/bohr

Positions of all 62 atoms, in Å:
O1 1.4003 0.4397 -3.9860
C1 1.4401 1.7722 -4.6910
C2 1.0240 1.1783 -6.0268
H1 2.4461 2.2351 -4.6732
H2 0.6911 2.4402 -4.2383
C3 1.1623 -0.1666 -5.3147
H3 1.6892 1.3369 -6.8685
H4 0.0092 1.4723 -6.2693
C4 2.3839 -1.0165 -5.6900
H5 3.2802 -0.3976 -5.8081
H6 2.2206 -1.5304 -6.6366
H7 2.5323 -1.8029 -4.9337
C5 -0.0682 -1.0053 -5.5696
H8 -0.9520 -0.4193 -5.8373
H9 -0.2952 -1.7566 -4.8166
H10 0.1205 -1.5861 -6.4907
Tl1 2.2313 1.4364 -1.6491
C6 -2.5925 -1.0133 3.2603
C7 -1.8697 0.1707 3.5715
C8 -2.3934 1.2496 2.7842
H11 -1.0498 0.2097 4.2902
C9 -3.2819 0.6677 1.8256
C10 -3.3575 -0.7418 2.0972
H12 -3.8822 -1.4820 1.5003
H13 -2.5769 -1.9463 3.8219
H14 -2.1861 2.3225 2.8820
H15 -3.7690 1.1967 0.9932
C11 1.4995 -2.0328 3.2276
C12 0.2880 -2.3865 2.5676
C13 0.3737 -1.9203 1.2314
H16 -0.5531 -2.9358 2.9861
C14 1.6604 -1.3469 1.0402
C15 2.3098 -1.3254 2.3058
H17 3.2577 -0.8395 2.5184
H18 1.7852 -2.2797 4.2438
H19 -0.4098 -1.9998 0.4835
H20 2.1316 -1.0831 0.0916
O2 -2.7633 -0.9517 -0.8272
C16 -2.4043 -1.5736 -2.1107
C17 -2.2837 -0.3391 -3.0054
H21 -3.0923 -2.3847 -2.4143
H22 -1.4040 -1.9963 -2.0222
C18 -1.4866 0.6011 -2.1142
H23 -3.3424 -0.0515 -3.1803
H24 -1.8390 -0.5177 -3.9960
C19 -1.7133 0.0995 -0.6780
H25 -1.8014 1.6389 -2.2187
H26 -0.4314 0.5653 -2.3951
H27 -1.8914 0.9428 0.0226
H28 -0.7644 -0.2903 -0.2010
Se1 2.4053 2.5320 2.6617
C20 1.9695 2.0667 4.3749
C21 0.9211 2.7198 5.1023
C22 0.3860 2.1441 6.2411
C23 1.0192 1.0234 6.8234
C24 2.1283 0.4314 6.1866
C25 2.6636 1.0184 5.0455
H29 0.5947 3.6807 4.6949
H30 -0.4555 2.6163 6.7345
H31 0.6602 0.6479 7.7849
H32 2.6107 -0.4366 6.6385
H33 3.6148 0.6998 4.6295

Forces on atoms 1 to 3 (eV/Å):
-0.311 1.227 -1.443
0.102 0.194 0.836
0.620 0.268 0.630

These are the Mulliken partial charges, in e, on atoms 1 to 8:
1. O -0.287
2. C -0.486
3. C -1.132
4. H 0.332
5. H 0.360
6. C 1.701
7. H 0.359
8. H 0.293

---

Entry 2:
C17H20ClHoN2OS3Sb as an isolated structure at a distorted geometry. Source: the Open Molecules 2025 dataset; level of theory: wB97M-V/def2-TZVPD.

Properties
E = -3687.840474 hartree
Multiplicity = 6
LUMO (alpha / beta) = 4.512 / 4.531 eV
Total charge = -2
⟨S²⟩ = 8.774
Energy above the lowest of the compared OMol25 structures with the same formula, charge and spin = 143.8 kJ/mol
HOMO (alpha / beta) = 1.029 / -1.468 eV
F_max = 0.0586 Eh/bohr

Positions of all 46 atoms, in Å:
Ho1 -2.2729 -0.2766 0.7015
S1 -2.4871 1.7732 5.0993
Sb1 -3.8441 -0.1664 4.5435
S2 -4.4543 0.3248 2.2836
S3 -1.6606 -1.7420 3.6510
C1 0.4700 -3.4472 -3.3571
C2 0.0645 -2.3227 -2.3941
C3 1.0999 -1.8599 -1.4478
C4 2.2471 -2.5803 -1.1752
C5 3.2187 -2.0485 -0.3078
C6 3.0497 -0.8280 0.2384
C7 1.9122 -0.0759 -0.0020
C8 1.6453 1.2288 0.7575
C9 2.7892 2.3004 0.4642
C10 0.8710 -0.6320 -0.8025
N1 -0.3474 0.0169 -0.9890
C11 -0.4764 1.1364 -1.7017
C12 -1.6517 1.8456 -1.5828
C13 -2.0493 3.0677 -2.1954
C14 -3.3928 3.2936 -1.8615
C15 -3.7727 2.1890 -1.0831
N2 -2.6958 1.3240 -0.8270
H1 -0.3496 -3.7194 -4.0318
H2 0.7671 -4.3111 -2.8284
H3 1.3715 -3.1115 -3.9684
H4 -0.7864 -2.6871 -1.8317
H5 -0.3560 -1.4254 -2.9749
H6 2.3872 -3.5945 -1.5440
H7 4.0253 -2.7313 0.0348
H8 3.7911 -0.3944 0.9292
H9 1.6741 1.0272 1.8040
H10 0.6410 1.6046 0.4880
H11 3.4863 2.5060 1.2840
H12 2.2616 3.2194 0.3744
H13 3.4376 2.0649 -0.3755
H14 0.3409 1.6593 -2.3449
H15 -1.4159 3.6450 -2.8252
H16 -4.0437 4.0598 -2.2487
H17 -4.7847 2.0780 -0.6186
C16 0.6016 0.0081 4.1459
C17 -0.6213 -0.4062 3.2962
O1 -0.8242 0.2800 2.2471
H18 1.2843 0.2736 3.3744
H19 0.9185 -0.7283 4.8605
H20 0.3647 0.8978 4.7207
Cl1 -2.4335 -2.7357 0.0208

Forces on atoms 1 to 3 (eV/Å):
-0.006 -0.265 -1.108
-1.276 -1.615 -0.089
1.715 1.930 -0.734

These are the Mulliken partial charges, in e, on atoms 1 to 8:
1. Ho 0.959
2. S -0.720
3. Sb 0.420
4. S -0.577
5. S -0.443
6. C -1.525
7. C 0.662
8. C 0.739

---

Entry 3:
A 2-piece molecular cluster, C3H5FO overall at a distorted geometry. Source: the Open Molecules 2025 dataset; level of theory: wB97M-V/def2-TZVPD.

Properties
E = -292.269849 hartree
LUMO (alpha / beta) = 0.136 / 0.221 eV
Total charge = 0
Energy above the lowest of the compared OMol25 structures with the same formula, charge and spin = 332.0 kJ/mol
HOMO (alpha / beta) = -8.377 / -8.329 eV
F_max = 0.0904 Eh/bohr

Positions of all 10 atoms, in Å:
C1 0.6499 0.6435 -0.5254
C2 0.1467 -0.2759 1.6108
C3 -0.4102 -0.0762 -1.2490
O1 1.5882 1.1888 -1.1204
F1 -0.9027 0.3821 2.1475
H1 1.0152 0.1688 2.0393
H2 -0.1751 -1.3486 1.4246
H3 -1.2985 0.4617 -1.2021
H4 -0.4540 -1.0410 -0.8360
H5 -0.1594 -0.1032 -2.2894

Forces on atoms 1 to 3 (eV/Å):
2.892 0.294 -1.093
-0.426 0.901 -1.912
1.148 0.463 -0.956

These are the Mulliken partial charges, in e, on atoms 1 to 8:
1. C 0.393
2. C -0.320
3. C -0.917
4. O -0.435
5. F -0.243
6. H 0.301
7. H 0.300
8. H 0.301

---

Entry 4:
One molecule with the formula C6H9F at a distorted geometry. Source: the Open Molecules 2025 dataset; level of theory: wB97M-V/def2-TZVPD.

Properties
E = -333.716304 hartree
LUMO (alpha / beta) = 0.335 / 0.689 eV
Total charge = 0
Energy above the lowest of the compared OMol25 structures with the same formula, charge and spin = 367.7 kJ/mol
HOMO (alpha / beta) = -7.696 / -7.965 eV
F_max = 0.0990 Eh/bohr

Positions of all 16 atoms, in Å:
C1 0.7194 0.8431 0.4559
C2 -1.2743 1.1098 -0.8503
C3 -0.5035 1.6843 0.2548
C4 0.1564 -0.5950 0.4255
C5 -1.1694 -0.3714 -0.3578
C6 1.1382 -1.6480 -0.1962
F1 -2.2137 -1.0054 0.1609
H1 1.6744 0.9058 -0.1790
H2 1.1749 1.0617 1.4020
H3 -2.2065 1.6073 -1.0219
H4 -0.4982 1.1307 -1.7181
H5 -0.8448 1.9397 1.2957
H6 -0.1562 -0.8595 1.4659
H7 0.6607 -2.6010 -0.0518
H8 2.0555 -1.5557 0.1595
H9 1.2871 -1.6465 -1.2452

Forces on atoms 1 to 3 (eV/Å):
2.160 -0.481 -0.238
2.206 -0.973 -0.915
0.977 -0.005 2.035

These are the Mulliken partial charges, in e, on atoms 1 to 8:
1. C -0.881
2. C -0.351
3. C -0.524
4. C 0.624
5. C -0.044
6. C -1.694
7. F -0.273
8. H 0.316

---

Entry 5:
C3H12KN6O3 as an isolated structure at a distorted geometry. Source: the Open Molecules 2025 dataset; level of theory: wB97M-V/def2-TZVPD.

Properties
E = -1275.558477 hartree
LUMO = -3.949 eV
Total charge = +1
Energy above the lowest of the compared OMol25 structures with the same formula, charge and spin = 397.1 kJ/mol
HOMO = -11.822 eV
F_max = 0.1669 Eh/bohr

Positions of all 25 atoms, in Å:
K1 4.0214 -14.3852 21.2931
C1 9.0229 -15.8051 24.7118
O1 8.0587 -16.4791 24.4052
N1 10.1077 -15.7349 23.8907
N2 9.1922 -15.0922 25.7988
H1 10.1060 -16.1453 22.9678
H2 10.9092 -15.3206 24.3447
H3 8.5161 -15.3576 26.5005
H4 10.0988 -14.6919 25.9936
C2 8.8995 -16.0514 16.4014
O2 8.0972 -15.3589 16.9880
N3 10.1630 -16.0933 16.4264
N4 8.5937 -17.0722 15.6056
H5 10.6189 -15.4893 17.0953
H6 10.7642 -16.6140 15.8039
H7 9.3531 -17.2682 14.9691
H8 7.5949 -17.0639 15.4559
C3 5.4523 -20.9723 19.8556
O3 4.7076 -20.0896 20.1516
N5 6.6348 -21.2516 20.4506
N6 5.2098 -21.8413 18.9556
H9 7.0470 -20.5633 21.0641
H10 7.1661 -22.0359 20.1001
H11 4.3580 -21.8330 18.4128
H12 5.8684 -22.5888 18.7895

Forces on atoms 1 to 3 (eV/Å):
0.119 -0.164 -0.019
0.698 -1.626 -3.156
-1.090 0.060 0.351

These are the Mulliken partial charges, in e, on atoms 1 to 8:
1. K 0.999
2. C 0.636
3. O -0.655
4. N -0.383
5. N -0.393
6. H 0.207
7. H 0.149
8. H 0.247

---

Entry 6:
One molecule with the formula C4H11O3PS3 at a distorted geometry. Source: the Open Molecules 2025 dataset; level of theory: wB97M-V/def2-TZVPD.

Properties
SMILES = CCO[P@](O)(=S)SOSCC
E = -1920.645218 hartree
LUMO = -0.021 eV
Total charge = 0
Energy above the lowest of the compared OMol25 structures with the same formula, charge and spin = 210.9 kJ/mol
HOMO = -8.912 eV
F_max = 0.0757 Eh/bohr

Positions of all 22 atoms, in Å:
C1 2.0160 1.1683 2.0179
C2 -2.1972 1.4557 -2.7367
C3 1.3551 0.1060 2.8703
C4 -1.9045 -0.0694 -2.9916
O1 -0.5216 -0.2624 -0.7088
O2 -0.1083 -2.6860 0.7166
O3 0.4123 -0.7133 2.1082
P1 1.0775 -1.7161 0.9945
S1 1.1357 -0.6646 -0.8941
S2 2.7640 -2.5267 1.5657
S3 -1.7900 -1.0411 -1.5041
H1 3.0092 0.8779 1.6409
H2 1.2788 1.6010 1.2954
H3 2.1490 2.0773 2.7403
H4 -1.4878 2.0169 -2.1593
H5 -2.1772 1.6520 -3.7928
H6 -3.1560 1.5975 -2.2261
H7 0.5871 0.6118 3.5613
H8 2.0986 -0.5063 3.3744
H9 -0.8818 -0.0638 -3.4439
H10 -2.7052 -0.4451 -3.5641
H11 -0.9535 -2.4696 1.1359

Forces on atoms 1 to 3 (eV/Å):
-0.367 2.372 1.449
-0.654 -1.917 -0.262
-2.081 1.265 0.490

These are the Mulliken partial charges, in e, on atoms 1 to 8:
1. C -0.911
2. C -0.999
3. C -0.363
4. C -0.465
5. O -0.256
6. O -0.497
7. O -0.411
8. P 0.788

---

Copy entry 6 word for word.
One molecule with the formula C4H11O3PS3 at a distorted geometry. Source: the Open Molecules 2025 dataset; level of theory: wB97M-V/def2-TZVPD.

Properties
SMILES = CCO[P@](O)(=S)SOSCC
E = -1920.645218 hartree
LUMO = -0.021 eV
Total charge = 0
Energy above the lowest of the compared OMol25 structures with the same formula, charge and spin = 210.9 kJ/mol
HOMO = -8.912 eV
F_max = 0.0757 Eh/bohr

Positions of all 22 atoms, in Å:
C1 2.0160 1.1683 2.0179
C2 -2.1972 1.4557 -2.7367
C3 1.3551 0.1060 2.8703
C4 -1.9045 -0.0694 -2.9916
O1 -0.5216 -0.2624 -0.7088
O2 -0.1083 -2.6860 0.7166
O3 0.4123 -0.7133 2.1082
P1 1.0775 -1.7161 0.9945
S1 1.1357 -0.6646 -0.8941
S2 2.7640 -2.5267 1.5657
S3 -1.7900 -1.0411 -1.5041
H1 3.0092 0.8779 1.6409
H2 1.2788 1.6010 1.2954
H3 2.1490 2.0773 2.7403
H4 -1.4878 2.0169 -2.1593
H5 -2.1772 1.6520 -3.7928
H6 -3.1560 1.5975 -2.2261
H7 0.5871 0.6118 3.5613
H8 2.0986 -0.5063 3.3744
H9 -0.8818 -0.0638 -3.4439
H10 -2.7052 -0.4451 -3.5641
H11 -0.9535 -2.4696 1.1359

Forces on atoms 1 to 3 (eV/Å):
-0.367 2.372 1.449
-0.654 -1.917 -0.262
-2.081 1.265 0.490

These are the Mulliken partial charges, in e, on atoms 1 to 8:
1. C -0.911
2. C -0.999
3. C -0.363
4. C -0.465
5. O -0.256
6. O -0.497
7. O -0.411
8. P 0.788

---

What is the F_max in the second record?
0.0586 Eh/bohr

---

Repeat the third record exactly.
A 2-piece molecular cluster, C3H5FO overall at a distorted geometry. Source: the Open Molecules 2025 dataset; level of theory: wB97M-V/def2-TZVPD.

Properties
E = -292.269849 hartree
LUMO (alpha / beta) = 0.136 / 0.221 eV
Total charge = 0
Energy above the lowest of the compared OMol25 structures with the same formula, charge and spin = 332.0 kJ/mol
HOMO (alpha / beta) = -8.377 / -8.329 eV
F_max = 0.0904 Eh/bohr

Positions of all 10 atoms, in Å:
C1 0.6499 0.6435 -0.5254
C2 0.1467 -0.2759 1.6108
C3 -0.4102 -0.0762 -1.2490
O1 1.5882 1.1888 -1.1204
F1 -0.9027 0.3821 2.1475
H1 1.0152 0.1688 2.0393
H2 -0.1751 -1.3486 1.4246
H3 -1.2985 0.4617 -1.2021
H4 -0.4540 -1.0410 -0.8360
H5 -0.1594 -0.1032 -2.2894

Forces on atoms 1 to 3 (eV/Å):
2.892 0.294 -1.093
-0.426 0.901 -1.912
1.148 0.463 -0.956

These are the Mulliken partial charges, in e, on atoms 1 to 8:
1. C 0.393
2. C -0.320
3. C -0.917
4. O -0.435
5. F -0.243
6. H 0.301
7. H 0.300
8. H 0.301

---

Which of these has the highest E?
C3H5FO